The following is a DFT calculation (ωB97M-V with the def2-TZVPD basis set) of an isolated molecule of C13H26N2O3.

Output
Maximum force (eV Å⁻¹): 4.53
HOMO (eV): -9.105
Energy relative to the best compared isomer or geometry (same formula, charge and spin) (kcal per mole): 137.2
Frontier orbital gap (eV): 9.23

Last column: natural (NBO) charge in e.
Atoms and positions in Å:
C  -3.90703  2.76940  -3.82163  -0.60
C  -2.42095  3.18498  -3.86158  -0.39
C  -1.50150  2.20267  -3.16996  -0.41
C  -0.03091  2.59872  -3.55151  -0.38
C  1.02402  2.11709  -2.51829  -0.38
C  0.97889  0.57481  -2.32636  -0.47
C  2.14025  0.27123  -1.44686  -0.09
C  2.16294  -0.13836  -0.11562  -0.10
N  1.04621  -0.36835  0.70139  0.29
O  0.03930  0.35498  0.59711  -0.48
N  1.30514  -1.08499  1.74638  -0.25
C  0.28535  -1.40184  2.79018  -0.13
C  0.11247  -2.90763  2.98469  -0.06
O  -0.58036  -3.51445  1.90340  -0.54
C  -0.54115  -4.95969  1.98494  -0.25
C  0.76324  -0.70750  4.08976  0.11
C  2.20628  -0.99838  4.54230  -0.64
O  -0.08647  -1.08213  5.16570  -0.73
H  -4.09643  1.80378  -4.27601  0.20
H  -4.34803  2.78941  -2.83118  0.20
H  -4.44569  3.50279  -4.42016  0.20
H  -2.19113  3.22864  -4.91844  0.19
H  -2.27197  4.20986  -3.50776  0.20
H  -1.69344  1.18399  -3.56441  0.20
H  -1.64072  2.20450  -2.08625  0.21
H  0.21324  2.14720  -4.53847  0.19
H  0.06639  3.69741  -3.59287  0.20
H  0.81607  2.57036  -1.55641  0.21
H  2.01021  2.44174  -2.86287  0.20
H  1.11774  0.12395  -3.29506  0.21
H  0.03033  0.17036  -1.95430  0.24
H  3.13642  0.32095  -1.89579  0.21
H  3.13911  -0.34505  0.37158  0.23
H  -0.68040  -0.95845  2.51134  0.23
H  -0.44466  -3.08298  3.86789  0.19
H  1.11368  -3.32897  3.11966  0.16
H  -0.77601  -5.38475  0.99094  0.19
H  0.46854  -5.32642  2.20298  0.17
H  -1.23207  -5.37200  2.72320  0.17
H  0.67581  0.39522  3.93231  0.17
H  2.45748  -0.40862  5.42955  0.21
H  2.94867  -0.66397  3.78157  0.23
H  2.35037  -2.08899  4.68440  0.21
H  0.28077  -0.74052  5.99050  0.47

The following is a DFT calculation (ωB97M-V with the def2-TZVPD basis set) of a structure of composition C50H36F6NO5P2ReS3.

Output
Maximum force (eV Å⁻¹): 3.32
HOMO (alpha / beta) (eV): -15.656 / -15.641
Multiplicity: 4
Energy relative to the best compared isomer or geometry (same formula, charge and spin) (kcal per mole): 25.3
Frontier orbital gap (alpha / beta) (eV): 5.84 / 4.66
Total charge: +3
⟨S²⟩: 3.7800

Last column: Mulliken spin population.
Atoms and positions in Å:
Re  -0.09475  0.12275  0.12758  2.16
O  -1.05446  -2.77149  -0.10148  0.05
S  0.17153  -2.19236  0.37384  -0.14
C  0.42088  -2.88255  2.03978  0.05
C  1.21711  -4.01004  2.15146  0.00
C  1.29218  -4.79544  3.30457  0.00
C  0.49124  -4.45801  4.37393  0.01
C  0.25697  -5.11054  5.68741  0.00
C  -0.78768  -4.22753  6.39509  0.00
C  -1.02536  -3.08806  5.47343  0.00
C  -1.80084  -1.95158  5.59457  0.00
C  -1.80399  -1.05478  4.52852  0.00
C  -1.11179  -1.26063  3.33171  -0.01
P  -1.41236  0.02323  2.09038  -0.02
C  -3.10237  -0.33195  1.49731  0.00
C  -3.48622  0.24046  0.28508  0.11
C  -4.74480  0.00624  -0.23828  0.01
C  -5.63240  -0.80536  0.44959  0.00
C  -5.26384  -1.35813  1.66594  0.00
C  -3.99760  -1.14990  2.18479  -0.01
C  -1.32042  1.59150  2.99892  0.03
C  -2.14756  2.66227  2.67642  0.01
C  -1.96734  3.87424  3.32083  0.00
C  -0.97059  4.02585  4.27242  0.02
C  -0.17947  2.94200  4.62766  -0.01
C  -0.33432  1.73226  3.97809  0.01
C  -0.33378  -2.43688  3.15853  0.03
C  -0.28617  -3.28640  4.28808  0.01
C  1.56823  -2.86512  -0.53236  0.06
C  1.35988  -4.07206  -1.17965  0.00
C  2.40768  -4.83242  -1.70950  0.00
C  3.69708  -4.35448  -1.56579  0.00
C  5.01894  -4.93244  -1.92658  0.00
C  6.05057  -3.85209  -1.55433  0.00
C  5.26003  -2.74921  -0.95206  0.00
C  5.63280  -1.53148  -0.41637  0.00
C  4.62374  -0.67831  0.02186  0.00
C  3.26415  -0.99892  -0.00312  -0.02
P  2.21825  0.43274  0.38645  0.28
C  2.58741  1.64466  -0.89610  0.09
C  2.95445  1.22651  -2.17782  0.01
C  3.18194  2.17484  -3.15792  0.00
C  3.03868  3.52556  -2.87762  0.01
C  2.67399  3.94347  -1.60457  0.00
C  2.41682  3.00351  -0.62105  0.02
C  2.84461  0.98891  1.98304  -0.08
C  3.72022  2.06072  2.11184  0.00
C  4.22494  2.38740  3.35945  0.00
C  3.88636  1.62887  4.46825  0.00
C  3.04352  0.53346  4.33174  0.01
C  2.51016  0.21722  3.09595  0.04
C  2.85375  -2.27357  -0.47046  0.02
C  3.89254  -3.08923  -0.97532  0.00
H  1.79689  -4.32544  1.30112  0.00
H  1.93428  -5.66234  3.32516  0.00
H  1.18456  -5.17998  6.26137  0.00
H  -0.09600  -6.13630  5.55938  0.00
H  -0.44905  -3.88859  7.37619  0.00
H  -1.71999  -4.77182  6.57448  0.00
H  -2.38312  -1.74742  6.48036  0.00
H  -2.37657  -0.14131  4.63112  0.00
H  -2.80141  0.87611  -0.25059  -0.03
H  -5.01993  0.45976  -1.17739  0.00
H  -6.60836  -1.01321  0.03864  0.00
H  -5.96934  -1.95953  2.21783  0.00
H  -3.72850  -1.61574  3.11827  0.00
H  -2.93875  2.53793  1.95298  0.01
H  -2.60945  4.70561  3.08478  0.00
H  -0.80638  4.98720  4.73513  0.00
H  0.55707  3.04056  5.40915  0.00
H  0.28925  0.88998  4.23892  0.01
H  0.34706  -4.44752  -1.23316  0.00
H  2.20130  -5.78267  -2.17717  0.00
H  5.07027  -5.20352  -2.98286  0.00
H  5.19453  -5.85900  -1.37328  0.00
H  6.59593  -3.49908  -2.43366  0.00
H  6.81205  -4.21881  -0.86185  0.00
H  6.66601  -1.22342  -0.35857  0.00
H  4.90837  0.29870  0.39132  0.00
H  3.05616  0.17562  -2.41066  0.00
H  3.46291  1.85427  -4.14731  0.00
H  3.18169  4.25464  -3.66168  0.00
H  2.54251  4.99312  -1.38767  0.00
H  2.03820  3.31321  0.34398  0.00
H  4.01679  2.63586  1.24732  0.00
H  4.89553  3.22700  3.46304  0.00
H  4.28732  1.88581  5.43678  0.00
H  2.81389  -0.07101  5.19508  0.00
H  1.83393  -0.61810  2.95504  -0.03
F  -3.27265  3.13015  -0.83814  0.00
C  -2.19512  3.65829  -1.41207  0.00
F  -1.77987  4.67980  -0.67812  0.00
F  -2.49613  4.05350  -2.62725  0.00
S  -0.79004  2.42424  -1.43955  -0.01
O  -0.43450  2.34246  -0.01676  0.06
O  0.20731  2.91578  -2.30393  0.00
N  -1.37003  1.01548  -1.84186  0.09
S  -0.43765  0.12244  -2.75098  0.03
O  0.47898  -0.60409  -1.86468  0.12
O  0.18599  0.73787  -3.84993  0.01
C  -1.70624  -1.11119  -3.38336  -0.01
F  -2.85353  -0.46686  -3.53691  0.00
F  -1.89578  -2.09241  -2.50483  0.00
F  -1.31130  -1.62945  -4.52909  0.00

The following is a DFT calculation (ωB97M-V with the def2-TZVPD basis set) of a structure of composition C3H3MgO3.

Output
Maximum force (eV Å⁻¹): 1.91
HOMO (alpha / beta) (eV): -7.614 / -10.475
Multiplicity: 2
Energy relative to the best compared isomer or geometry (same formula, charge and spin) (kcal per mole): 6.8
Frontier orbital gap (alpha / beta) (eV): 7.36 / 9.10
⟨S²⟩: 0.7504

Last column: Mulliken spin population.
Atoms and positions in Å:
H  -0.84285  -1.57147  -0.26238  0.00
O  0.62660  0.95072  1.70495  0.00
C  0.82461  1.29884  0.56288  -0.07
O  0.57898  0.70995  -0.54642  0.00
O  1.41319  2.52013  0.27621  0.00
Mg  1.44103  2.00881  -1.87941  1.07
H  1.61556  3.04757  1.06190  0.00
C  -1.36203  -2.55148  -0.17348  0.00
C  -1.87928  -3.66818  0.06148  0.00
H  -2.41581  -2.74489  -0.80574  0.00

The following is a DFT calculation (ωB97M-V with the def2-TZVPD basis set) of a cluster of 3 separate species, C19H41N2O3 in total.

Output
Maximum force (eV Å⁻¹): 2.66
HOMO (eV): -10.514
Energy relative to the best compared isomer or geometry (same formula, charge and spin) (kcal per mole): 0.0
Frontier orbital gap (eV): 8.54
Total charge: +1

Last column: natural (NBO) charge in e.
Atoms and positions in Å:
C  5.77994  -1.97928  2.05903  -0.61
C  4.40150  -2.02406  1.42718  -0.43
C  4.27045  -1.15381  0.17711  -0.20
N  2.87091  -1.13923  -0.45770  -0.21
C  3.01418  -0.53075  -1.82850  -0.24
C  3.34914  0.95625  -1.72098  -0.43
C  2.27542  1.74836  -0.94635  -0.42
C  2.11909  1.08977  0.40742  -0.43
C  1.79638  -0.39466  0.33847  -0.24
C  2.39769  -2.56378  -0.66433  -0.44
H  6.66592  -2.16342  1.45572  0.23
H  5.81701  -2.66040  2.90878  0.24
H  5.89386  -0.97790  2.48689  0.21
H  3.54605  -1.93486  2.09815  0.22
H  4.22194  -3.04354  1.06110  0.21
H  4.91888  -1.44174  -0.64590  0.22
H  4.46613  -0.12042  0.45869  0.21
H  3.77210  -0.99614  -2.45870  0.23
H  2.07589  -0.69424  -2.36298  0.26
H  4.34274  1.16735  -1.32845  0.21
H  3.34816  1.36242  -2.73499  0.24
H  2.64924  2.76440  -0.80270  0.23
H  1.38221  1.88034  -1.55706  0.22
H  2.91847  1.27156  1.12968  0.22
H  1.28536  1.51355  0.98149  0.23
H  1.67290  -0.95500  1.26374  0.23
H  0.86244  -0.57151  -0.20536  0.27
H  3.21784  -3.08218  -1.16501  0.22
H  1.63622  -2.54108  -1.44524  0.28
H  2.08543  -3.11983  0.21256  0.24
C  -0.43609  3.85544  0.51182  -0.61
C  -1.35208  2.74254  1.02635  -0.43
C  -1.93565  2.00283  -0.16104  -0.20
N  -2.97277  0.94692  0.20556  -0.20
C  -4.13431  1.63123  0.92202  -0.21
C  -5.32687  0.68590  1.15366  -0.41
C  -5.75434  -0.03771  -0.07986  -0.41
C  -4.59189  -0.73462  -0.79315  -0.43
C  -3.41545  0.20326  -1.06069  -0.23
C  -2.39603  -0.08544  1.19536  -0.42
H  0.40258  3.52156  -0.09534  0.21
H  -0.01920  4.44903  1.32556  0.23
H  -1.07878  4.53556  -0.05195  0.21
H  -2.14324  3.10770  1.67771  0.22
H  -0.74413  2.09494  1.66512  0.21
H  -1.28990  1.46634  -0.85639  0.24
H  -2.53644  2.70566  -0.74294  0.21
H  -4.39762  2.49662  0.31190  0.21
H  -3.87990  1.96891  1.92372  0.22
H  -6.15036  1.21335  1.63465  0.24
H  -4.92795  0.01060  1.91973  0.20
H  -6.19390  0.72066  -0.73677  0.20
H  -6.51237  -0.78223  0.16195  0.23
H  -4.96363  -1.29361  -1.65166  0.26
H  -4.29391  -1.58816  -0.17613  0.23
H  -3.80876  0.98054  -1.72183  0.20
H  -2.57483  -0.27741  -1.56378  0.30
H  -2.95814  -1.00379  1.06648  0.26
H  -2.50116  0.29504  2.20530  0.21
H  -1.39769  -0.27407  0.81014  0.24
O  -0.46683  -3.79683  -2.17150  -0.73
C  -0.95759  -2.65360  -1.62582  0.94
O  -1.79360  -2.82826  -0.69794  -0.83
O  -0.54683  -1.52035  -2.02103  -0.85
H  -1.00380  -4.42465  -1.65098  0.50

The following is a DFT calculation (ωB97M-V with the def2-TZVPD basis set) of a cluster of 2 separate species, C4H10NO2 in total.

Output
Maximum force (eV Å⁻¹): 0.61
HOMO (eV): -15.365
Energy relative to the best compared isomer or geometry (same formula, charge and spin) (kcal per mole): 27.4
Frontier orbital gap (eV): 10.89
Total charge: +1

Last column: natural (NBO) charge in e.
Atoms and positions in Å:
O  -1.24495  -1.46391  0.44096  -0.60
C  -1.74333  -1.24947  -0.63101  0.66
O  -2.20065  -0.04471  -0.97580  -0.65
H  -1.87657  -2.02767  -1.38747  0.14
H  -2.32199  -0.03283  -1.93248  0.51
C  1.67360  0.71104  -1.32965  -0.62
C  1.97965  0.29849  0.10250  -0.24
C  0.63996  1.20719  1.89304  0.12
N  0.76960  0.39547  0.92905  -0.39
H  0.94414  0.05255  -1.80237  0.21
H  1.35110  1.74964  -1.33789  0.23
H  2.56808  0.58597  -1.93955  0.25
H  2.37305  -0.71516  0.17524  0.24
H  2.73090  0.96144  0.53161  0.22
H  -0.26634  1.21426  2.48358  0.24
H  1.47238  1.86200  2.12243  0.22
H  -0.01726  -0.24365  0.68972  0.46

The following is a DFT calculation (ωB97M-V with the def2-TZVPD basis set) of an isolated molecule of C4H3N.

Output
Maximum force (eV Å⁻¹): 9.38
HOMO (eV): -9.896
Energy relative to the best compared isomer or geometry (same formula, charge and spin) (kcal per mole): 36.1
Frontier orbital gap (eV): 9.58

Last column: natural (NBO) charge in e.
Atoms and positions in Å:
C  1.74882  0.53688  0.00650  -0.48
C  0.49051  -0.07892  0.14182  0.20
C  -0.86957  -0.71239  0.05150  -0.40
C  -2.04788  0.03466  0.00521  0.24
N  -3.11149  0.46310  0.03839  -0.28
H  2.45220  0.60579  0.84680  0.24
H  2.13836  0.85270  -0.92481  0.24
H  -0.80094  -1.70183  -0.16540  0.25

Q: Which of these has the highest energy relative to the best compared isomer or geometry (same formula, charge and spin)?
A: C13H26N2O3